[1]
Below is a structure of composition C17H19BrFIN3O3S at a distorted geometry, with properties calculated with ωB97M-V with the def2-TZVPD basis set.

Output
2S+1 ... 1
Charge ... +1
LUMO ... -5.18 eV
Kohn-Sham gap ... 6.3 eV

Each line ends with the natural charge from an NBO analysis.
Atoms and positions in Å:
C  1.10153  1.37002  3.65946  -0.597
C  0.02779  2.41672  3.26875  -0.454
C  -0.95110  1.81968  2.24395  0.473
F  -1.29179  2.72586  1.24842  -0.361
O  -0.40636  0.63988  1.64157  -0.546
C  -1.17059  0.38832  0.50026  0.789
O  -2.31113  0.03537  0.63232  -0.464
C  -0.53231  0.60500  -0.86242  -0.096
C  0.55566  1.46828  -1.04847  0.287
O  1.03782  2.11891  0.04762  -0.656
C  1.13137  1.67749  -2.27736  0.264
C  2.31901  2.61052  -2.43264  -0.524
C  3.39565  2.39838  -1.35302  0.328
C  3.56041  3.45834  -0.26882  -0.702
N  4.06514  1.32524  -1.42477  -0.607
N  0.59636  1.03740  -3.34498  -0.435
S  1.25456  1.29793  -4.94412  0.275
C  -0.45443  0.17678  -3.22453  0.071
I  -1.23787  -0.79650  -4.94537  0.338
C  -1.02488  -0.06660  -1.97964  -0.124
Br  -2.45305  -1.31737  -1.89169  0.213
H  1.72534  1.79788  4.45309  0.228
H  1.78922  1.15645  2.83402  0.188
H  0.61580  0.45476  4.00896  0.224
H  -0.52747  2.73259  4.15678  0.232
H  0.50289  3.30676  2.83976  0.227
H  -1.90086  1.58615  2.73986  0.171
H  1.59785  1.46442  0.49689  0.506
H  1.89976  3.62852  -2.42242  0.258
H  2.80494  2.49095  -3.40177  0.277
H  4.33977  4.19306  -0.49872  0.252
H  2.62829  3.97278  -0.02302  0.241
H  3.87178  2.93202  0.64545  0.224
H  4.70961  1.33664  -0.62824  0.346
H  0.28970  2.09774  -5.47292  0.159
N  -2.89836  -6.88398  0.97865  -0.403
C  -3.86465  -6.06447  1.39187  0.040
C  -3.88862  -4.70392  1.12366  -0.260
C  -2.84733  -4.16417  0.38744  -0.181
C  -1.83212  -4.99890  -0.05006  -0.270
C  -1.90689  -6.34605  0.27065  0.037
H  -4.65608  -6.53194  1.96698  0.199
H  -4.70062  -4.08625  1.48265  0.223
H  -2.82577  -3.10614  0.15613  0.204
H  -1.00057  -4.61593  -0.62754  0.211
H  -1.13740  -7.03864  -0.05267  0.196

---

[2]
Below is an isolated molecule of C17H19ClN2O3S, with properties calculated with ωB97M-V with the def2-TZVPD basis set.

Output
Energy relative to the best compared isomer or geometry (same formula, charge and spin) ... 151.14 kJ/mol
2S+1 ... 1
Charge ... 0
LUMO ... 0.42 eV
Kohn-Sham gap ... 8.3 eV

Each line ends with the natural charge from an NBO analysis.
Atoms and positions in Å:
C  0.90648  4.30882  0.25045  -0.249
O  1.04486  2.95996  -0.11776  -0.511
C  2.22715  2.54777  -0.68302  0.241
C  3.27523  3.41104  -0.96896  -0.279
C  4.42608  2.95794  -1.59301  -0.217
C  4.54340  1.62472  -1.93259  -0.228
C  3.51656  0.75149  -1.62879  -0.230
C  2.34712  1.17870  -1.00296  0.199
N  1.37981  0.21639  -0.70586  -0.476
C  0.44862  0.38059  0.38301  -0.209
C  0.07027  -1.00752  0.90838  -0.239
N  -0.49717  -1.78504  -0.17134  -0.676
S  -1.22233  -3.20534  0.35298  2.321
O  -0.45901  -3.83786  1.39264  -0.940
O  -1.55694  -3.97102  -0.81034  -0.935
C  -2.72283  -2.53130  1.06375  -0.355
C  -3.61659  -1.89549  0.22309  -0.165
C  -4.77663  -1.35166  0.74513  -0.223
C  -5.01898  -1.45718  2.10927  -0.025
Cl  -6.46105  -0.78004  2.76539  0.023
C  -4.12273  -2.09926  2.95289  -0.250
C  -2.96475  -2.63979  2.41944  -0.124
C  0.44006  -1.94427  -1.26588  -0.239
C  0.80662  -0.55611  -1.78628  -0.212
H  0.96898  4.97442  -0.61685  0.177
H  1.65547  4.60606  0.99184  0.177
H  -0.08616  4.38919  0.69187  0.200
H  3.19587  4.45906  -0.72700  0.217
H  5.22081  3.65414  -1.81288  0.213
H  5.43472  1.26013  -2.41981  0.214
H  3.61737  -0.29680  -1.86572  0.212
H  0.92185  0.94899  1.18195  0.223
H  -0.46795  0.90065  0.06656  0.183
H  -0.68284  -0.92646  1.69441  0.214
H  0.95777  -1.50909  1.31839  0.198
H  -3.39362  -1.84251  -0.82999  0.242
H  -5.48979  -0.85215  0.10854  0.233
H  -4.33206  -2.17363  4.00833  0.234
H  -2.24279  -3.15100  3.03678  0.242
H  -0.05247  -2.54484  -2.03047  0.237
H  1.34801  -2.46358  -0.92771  0.187
H  1.52144  -0.63886  -2.60419  0.219
H  -0.10786  -0.06924  -2.16370  0.178

---

[3]
Below is an isolated molecule of C17H19ClN4O2, with properties calculated with ωB97M-V with the def2-TZVPD basis set.

Output
Energy relative to the best compared isomer or geometry (same formula, charge and spin) ... 175.68 kJ/mol
2S+1 ... 1
Charge ... 0
LUMO ... 0.68 eV
Kohn-Sham gap ... 8.2 eV

Each line ends with the natural charge from an NBO analysis.
Atoms and positions in Å:
C  -2.78495  0.82541  -2.71487  -0.649
C  -1.42284  0.42193  -2.25101  0.299
C  -0.62246  -0.40296  -3.06305  -0.393
C  0.62577  -0.78211  -2.61682  0.467
N  1.56170  -1.52684  -3.26398  -0.589
C  1.20989  -2.61423  -4.14254  -0.229
C  0.70344  -3.83314  -3.35782  -0.072
O  -0.54679  -3.50885  -2.78181  -0.547
C  -0.81762  -4.09457  -1.52992  -0.071
C  -0.24345  -3.28676  -0.35851  -0.088
O  -0.46929  -4.02704  0.81682  -0.723
N  0.99934  -0.29687  -1.40338  -0.191
N  2.15140  -0.57461  -0.78378  -0.340
C  2.08272  0.06316  0.37449  0.015
C  0.88067  0.76670  0.54359  -0.225
C  0.45620  1.57044  1.67232  0.039
C  1.27632  1.74578  2.78822  -0.206
C  0.86234  2.51293  3.85938  -0.231
C  -0.38422  3.11591  3.82448  -0.050
Cl  -0.90593  4.07866  5.16661  -0.006
C  -1.21644  2.95719  2.72772  -0.225
C  -0.79596  2.18913  1.66087  -0.210
C  0.17135  0.51304  -0.64284  0.353
N  -1.03686  0.86488  -1.07505  -0.506
H  -2.71385  1.38800  -3.64417  0.225
H  -3.26192  1.44082  -1.95833  0.235
H  -3.39339  -0.05786  -2.90036  0.225
H  -0.99656  -0.75159  -4.00878  0.229
H  2.36964  -1.69274  -2.67103  0.418
H  2.09337  -2.88992  -4.72144  0.213
H  0.42579  -2.28224  -4.82315  0.209
H  0.58689  -4.68981  -4.03772  0.178
H  1.43520  -4.09999  -2.58590  0.172
H  -0.43537  -5.12074  -1.47451  0.172
H  -1.90545  -4.12611  -1.43781  0.194
H  -0.74197  -2.30903  -0.31410  0.165
H  0.83452  -3.11905  -0.50687  0.158
H  -0.19674  -3.50149  1.57633  0.477
H  2.91008  -0.01258  1.05242  0.209
H  2.24970  1.28143  2.82259  0.205
H  1.50215  2.64488  4.71826  0.225
H  -2.18474  3.43300  2.71259  0.224
H  -1.43152  2.05685  0.79975  0.247

---

[4]
Below is a structure of composition C17H19ClN4O5S7SbW at a distorted geometry, with properties calculated with ωB97M-V with the def2-TZVPD basis set.

Output
Energy relative to the best compared isomer or geometry (same formula, charge and spin) ... 289.71 kJ/mol
2S+1 ... 2
Charge ... -2
LUMO (alpha / beta) ... 3.78 / 3.77 eV
Kohn-Sham gap (alpha / beta) ... 5.3 / 5.1 eV

Each line ends with the natural charge from an NBO analysis.
Atoms and positions in Å:
W  0.37117  0.54746  1.47841  0.460
S  -1.38480  -0.83877  2.23091  0.109
C  -0.64926  -2.41068  2.38916  -0.316
C  -1.44786  -3.43040  2.99610  0.292
N  -2.09536  -4.24761  3.48532  -0.358
C  0.60099  -2.70919  1.93568  -0.285
S  1.62833  -1.58330  1.13616  -0.081
C  1.11495  -4.04348  2.05941  0.297
N  1.56432  -5.10221  2.13163  -0.363
S  -1.45594  2.40105  4.85185  -0.962
Sb  0.34326  2.53586  3.42563  0.707
S  1.54005  0.44097  3.57954  -0.457
S  -1.29124  2.25151  0.88341  -0.266
N  2.05544  1.39416  0.63684  -0.478
C  2.96645  1.50785  -0.07242  0.639
N  4.01967  1.59824  -0.84868  -0.463
C  4.73230  0.33787  -1.11939  -0.247
C  6.10883  0.69104  -1.64625  -0.077
O  6.04045  1.52810  -2.78783  -0.527
C  5.35897  2.73510  -2.49309  -0.076
C  3.94109  2.47310  -2.02392  -0.242
H  4.16084  -0.24718  -1.84581  0.233
H  4.80150  -0.22779  -0.19015  0.234
H  6.62957  -0.21481  -1.95663  0.197
H  6.69367  1.18896  -0.86104  0.163
H  5.34848  3.32298  -3.41082  0.194
H  5.90941  3.29007  -1.71904  0.162
H  3.35485  1.97326  -2.80011  0.230
H  3.44117  3.40059  -1.74540  0.228
O  1.86587  -0.03301  -2.22267  -0.887
Cl  0.55119  0.55356  -2.08003  2.569
O  -0.28733  0.15689  -3.16644  -0.835
O  0.67108  1.97828  -2.00485  -0.841
O  -0.05566  0.01773  -0.84959  -0.843
S  -2.78689  1.34774  -0.23518  0.121
C  -4.16233  1.23217  0.87632  -0.179
C  -4.09931  1.49460  2.23975  -0.247
C  -5.23442  1.34356  3.02068  -0.181
C  -6.43664  0.93216  2.46507  -0.260
C  -6.49798  0.66849  1.10262  -0.238
C  -5.37151  0.81973  0.31299  -0.195
H  -3.17607  1.81341  2.70889  0.273
H  -5.15656  1.54505  4.08162  0.214
H  -7.31535  0.81066  3.08603  0.193
H  -7.42792  0.34118  0.65151  0.192
H  -5.42012  0.61554  -0.75067  0.195
C  -2.70023  -1.97301  -2.16237  -0.754
S  -1.94680  -2.83801  -0.77591  0.198
C  -0.43548  -3.41130  -1.56982  -0.750
H  -2.03580  -1.19065  -2.53626  0.245
H  -3.60697  -1.50414  -1.78159  0.224
H  -2.96203  -2.66539  -2.96442  0.187
H  -0.65785  -3.90115  -2.51852  0.194
H  0.02812  -4.13474  -0.90011  0.226
H  0.25569  -2.58208  -1.72651  0.229

---

[5]
Below is a structure of composition C17H19GdNPS at a distorted geometry, with properties calculated with ωB97M-V with the def2-TZVPD basis set.

Output
Energy relative to the best compared isomer or geometry (same formula, charge and spin) ... 0.00 kJ/mol
2S+1 ... 8
Charge ... 0
LUMO (alpha / beta) ... -1.07 / -0.48 eV
Kohn-Sham gap (alpha / beta) ... 4.3 / 5.0 eV

Each line ends with the Löwdin spin population.
Atoms and positions in Å:
C  -0.88385  1.22892  -4.23999  -0.022
C  -0.93445  2.38727  -5.06337  -0.002
C  0.20471  3.20194  -4.77856  -0.005
C  0.98509  2.55178  -3.77693  0.000
C  0.34566  1.33342  -3.41976  -0.005
Gd  -1.39336  -1.38291  -1.81057  6.583
P  0.15502  -3.69433  -1.57125  -0.068
H  -1.60180  0.39987  -4.22906  -0.018
H  -1.71614  2.61344  -5.78805  0.000
H  0.43702  4.15417  -5.24774  0.000
H  0.70051  0.59360  -2.69410  0.001
H  1.91779  2.91537  -3.34691  0.000
H  1.51721  -3.67680  -2.02446  -0.006
H  -0.24358  -4.88433  -2.26504  0.001
H  0.39470  -4.30070  -0.29363  -0.005
N  0.14178  -0.68829  -0.61980  0.065
S  -1.05156  -0.42263  0.63287  0.208
C  -0.50895  -1.60638  1.86420  0.026
C  -1.24109  -2.79243  2.00929  0.042
C  -0.74941  -3.80082  2.83577  0.003
C  0.45999  -3.62270  3.51785  0.054
C  1.17813  -2.42966  3.37271  -0.002
C  0.69609  -1.41607  2.53676  0.048
C  -0.56869  1.18739  1.22892  0.047
C  -0.10490  2.16953  0.34892  0.015
C  0.39727  3.36879  0.85883  0.002
C  0.35935  3.61494  2.23754  0.011
C  -0.19587  2.66642  3.10615  0.000
C  -0.66975  1.45272  2.60226  0.014
H  1.11785  -0.48723  -0.36828  0.005
H  -2.16663  -2.91198  1.43986  0.000
H  -1.30778  -4.73138  2.94134  -0.001
H  0.84265  -4.41429  4.16566  0.004
H  2.11646  -2.28257  3.90923  -0.001
H  1.25625  -0.49049  2.39902  0.002
H  -0.10617  1.97370  -0.72515  0.001
H  0.81470  4.11345  0.17695  0.000
H  0.75004  4.55324  2.63555  0.001
H  -0.25286  2.85947  4.17732  0.000
H  -1.09140  0.69658  3.26565  0.003